(1)
C13H19B2BeCaCl5F5MgO11PS | the ωB97M-V functional and the def2-TZVPD basis

E_HOMO (eV): -6.79
E_LUMO (eV): -5.8287
Gap between HOMO and LUMO (eV): 0.9621

Positions of all 60 atoms, in Å:
C 1.074 -2.353 0.093
O 0.024 -3.211 -0.316
C -0.708 -2.702 -1.386
C -1.813 -1.688 -0.987
O -1.148 -0.416 -0.799
C -2.026 0.658 -0.898
P -1.225 2.046 0.015
O -1.527 1.845 1.558
O 0.335 1.781 -0.168
S -1.647 3.850 -0.613
B -2.581 -2.223 0.326
C -4.074 -2.715 0.137
O -2.008 -2.278 1.561
H 1.777 -2.851 0.746
H 1.593 -1.906 -0.756
H 0.622 -1.535 0.667
H -0.048 -2.168 -2.086
H -1.180 -3.516 -1.936
H -2.497 -1.675 -1.848
H -3.005 0.490 -0.429
H -2.215 0.943 -1.936
H -1.000 1.078 1.844
H 0.507 1.399 -1.041
H -4.471 -3.066 1.087
H -4.131 -3.504 -0.624
H -4.623 -1.850 -0.256
H -1.756 -1.413 1.899
C -4.841 1.898 -4.401
Cl -3.838 2.554 -3.080
Cl -3.991 2.083 -5.978
Cl -5.124 0.196 -4.119
Cl -6.363 2.766 -4.461
C -1.634 -3.562 4.864
O -2.833 -3.931 4.931
O -0.666 -4.132 5.486
O -1.238 -2.498 4.227
Ca -1.812 -1.732 6.492
Be -2.608 4.026 -5.880
Cl -0.937 6.124 -6.263
C 5.940 -0.890 0.851
C 6.837 -0.751 1.824
C 6.716 -1.507 3.094
O 7.530 -1.381 3.983
C 5.558 -2.424 3.239
C 4.662 -2.563 2.267
C 4.783 -1.807 0.996
O 3.966 -1.936 0.109
H 6.009 -0.347 -0.082
H 7.687 -0.088 1.737
H 5.488 -2.967 4.173
H 3.811 -3.226 2.354
B 1.503 5.046 0.607
F 2.380 6.120 0.765
F 2.044 3.888 1.193
F 0.265 5.341 1.220
F 1.276 4.811 -0.782
F -4.442 -2.436 3.149
Mg -1.757 4.281 -3.345
O 1.489 7.940 -6.947
H 1.894 8.085 -6.076

***

(2)
C24H46N3O26S | the ωB97M-V functional and the def2-TZVPD basis

Total charge: -1
E_HOMO (eV): -7.43
E_LUMO (eV): 1.9211
Gap between HOMO and LUMO (eV): 9.3528

Positions of all 100 atoms, in Å:
N 0.761 -2.246 -2.427
H -0.206 -1.903 -2.512
H 0.711 -3.257 -2.399
H 0.940 -1.603 -1.195
H 1.281 -1.956 -3.253
S 0.044 0.297 -0.274
O 0.842 1.518 -0.196
O -0.808 0.209 -1.451
O 1.003 -0.950 -0.256
O -0.800 0.048 0.911
C 4.161 -1.022 0.674
C 3.432 0.199 1.245
C 2.411 -0.208 2.253
O 2.896 0.213 3.573
C 4.046 0.845 3.348
O 4.722 1.212 4.205
O 4.348 1.024 2.028
H 3.423 -1.490 -0.010
H 4.400 -1.694 1.504
H 5.065 -0.731 0.163
H 2.944 0.704 0.414
H 2.394 -1.317 2.237
H 1.431 0.217 2.147
C -3.096 1.311 -3.148
C -2.570 2.409 -2.168
C -1.166 2.993 -2.526
O -1.434 4.223 -3.185
C -2.688 4.558 -2.815
O -3.108 5.667 -3.045
O -3.325 3.541 -2.182
H -2.555 0.384 -3.134
H -3.045 1.710 -4.202
H -4.078 0.969 -2.917
H -2.597 1.974 -1.146
H -0.619 2.307 -3.181
H -0.561 3.224 -1.626
C -1.430 -2.067 3.450
C -0.597 -0.980 4.036
C -1.215 0.422 3.884
O -1.330 0.877 5.253
C -1.021 -0.065 6.106
O -1.179 -0.077 7.273
O -0.551 -1.183 5.491
H -2.464 -2.164 3.838
H -1.004 -3.045 3.765
H -1.468 -1.968 2.334
H 0.408 -0.920 3.595
H -2.231 0.411 3.444
H -0.593 1.135 3.300
C 1.628 3.383 2.209
C 0.632 4.277 1.508
C -0.735 3.591 1.555
O -1.312 4.062 2.782
C -0.760 5.220 3.126
O -1.140 5.975 3.929
O 0.406 5.404 2.411
H 2.605 3.866 2.450
H 1.752 2.483 1.602
H 1.329 3.018 3.186
H 0.919 4.647 0.558
H -0.614 2.503 1.635
H -1.327 3.878 0.719
C 5.114 -1.679 -6.078
O 5.071 -0.455 -5.314
C 4.107 -0.461 -4.390
O 3.309 -1.380 -4.277
O 4.192 0.625 -3.680
C 3.081 0.638 -2.697
H 5.257 -2.495 -5.421
H 5.879 -1.669 -6.856
H 4.117 -1.888 -6.525
H 3.243 -0.268 -2.150
H 2.159 0.633 -3.237
H 3.261 1.537 -2.169
C -1.280 -6.478 -1.786
O -0.973 -5.882 -0.495
C 0.247 -5.409 -0.324
O 1.079 -5.242 -1.177
O 0.441 -5.131 0.938
C 1.748 -4.539 1.197
H -0.872 -5.843 -2.552
H -2.340 -6.600 -1.943
H -0.703 -7.453 -1.867
H 1.765 -4.327 2.293
H 1.827 -3.771 0.470
H 2.349 -5.409 0.996
C -3.351 -1.183 -0.485
N -2.620 -2.476 -0.860
O -1.780 -2.983 -0.087
O -2.851 -3.013 -1.928
H -3.302 -1.159 0.601
H -4.375 -1.213 -0.878
H -2.773 -0.323 -0.826
C -5.348 3.359 0.157
N -5.632 1.955 0.565
O -6.724 1.785 1.105
O -4.827 1.088 0.379
H -4.810 3.818 1.009
H -6.359 3.821 0.097
H -4.634 3.408 -0.703

***

(3)
C78H76ClNO2P3STeTi | the ωB97M-V functional and the def2-TZVPD basis

E_HOMO (alpha / beta) (eV): -5.55 / -5.55
Multiplicity: 2
E_LUMO (alpha / beta) (eV): -0.3450 / -0.3508
Gap between HOMO and LUMO (alpha / beta) (eV): 5.2070 / 5.2026
<S²>: 0.7580

Positions of all 164 atoms, in Å:
Ti -0.390 -0.760 -0.665
O -0.990 -1.241 1.248
S -0.363 -0.283 2.299
C 0.221 -1.370 3.616
C -0.198 -1.167 4.914
C 0.242 -1.949 5.999
C 1.120 -2.960 5.757
C 1.747 -3.976 6.677
C 2.728 -4.772 5.775
C 2.559 -4.171 4.402
C 3.158 -4.450 3.212
C 2.818 -3.669 2.092
C 1.902 -2.636 2.110
P 1.758 -1.610 0.583
C 1.757 -3.007 -0.621
C 2.867 -3.673 -1.123
C 2.706 -4.808 -1.907
C 1.433 -5.248 -2.241
C 0.313 -4.572 -1.772
C 0.476 -3.473 -0.950
C 3.345 -0.709 0.519
C 3.309 0.477 -0.220
C 4.371 1.364 -0.194
C 5.485 1.083 0.587
C 5.515 -0.069 1.357
C 4.446 -0.956 1.336
C 1.233 -2.345 3.339
C 1.609 -3.136 4.448
C -1.797 0.350 3.156
C -2.770 -0.578 3.438
C -3.927 -0.268 4.172
C -4.059 1.004 4.650
C -5.108 1.626 5.540
C -4.722 3.125 5.615
C -3.359 3.199 4.968
C -2.471 4.220 4.842
C -1.295 4.004 4.088
C -0.977 2.814 3.472
P 0.526 2.697 2.394
C 1.833 2.310 3.626
C 1.558 1.659 4.825
C 2.591 1.219 5.648
C 3.909 1.451 5.290
C 4.195 2.118 4.104
C 3.168 2.525 3.269
C 0.889 4.460 2.026
C 1.575 5.333 2.872
C 1.828 6.638 2.475
C 1.416 7.083 1.225
C 0.745 6.220 0.372
C 0.480 4.918 0.774
C -1.892 1.705 3.615
C -3.057 1.956 4.375
H -0.905 -0.382 5.128
H -0.127 -1.735 6.995
H 0.987 -4.629 7.108
H 2.260 -3.493 7.509
H 2.495 -5.837 5.765
H 3.758 -4.671 6.120
H 3.891 -5.242 3.115
H 3.306 -3.906 1.161
H 3.866 -3.316 -0.890
H 3.580 -5.343 -2.259
H 1.308 -6.123 -2.867
H -0.678 -4.915 -2.043
H -0.398 -2.966 -0.533
H 2.415 0.706 -0.787
H 4.326 2.282 -0.767
H 6.317 1.776 0.609
H 6.371 -0.276 1.988
H 4.473 -1.837 1.962
H -2.606 -1.594 3.105
H -4.669 -1.034 4.363
H -5.068 1.162 6.527
H -6.117 1.485 5.152
H -4.726 3.502 6.638
H -5.424 3.736 5.045
H -2.648 5.188 5.295
H -0.610 4.834 3.986
H 0.531 1.496 5.125
H 2.358 0.699 6.570
H 4.712 1.109 5.931
H 5.223 2.317 3.828
H 3.396 3.018 2.331
H 1.913 4.992 3.843
H 2.352 7.311 3.143
H 1.618 8.103 0.921
H 0.433 6.557 -0.609
H -0.056 4.244 0.113
C 7.772 -5.946 -4.511
C 6.842 -4.765 -4.379
C 7.175 -3.675 -3.587
C 6.291 -2.614 -3.395
C 6.738 -1.451 -2.544
C 5.020 -2.659 -3.998
Te 3.442 -1.354 -3.301
N 0.229 -0.998 -2.403
C 0.136 -0.939 -3.719
O 1.053 -1.002 -4.574
C -1.181 -0.737 -4.443
C -1.688 -1.762 -5.240
C -2.796 -1.541 -6.044
C -3.393 -0.286 -6.082
C -2.874 0.744 -5.312
C -1.774 0.518 -4.490
C 3.985 0.238 -4.598
C 5.001 0.081 -5.541
C 5.508 1.169 -6.237
C 5.005 2.439 -5.995
C 3.972 2.597 -5.086
C 3.446 1.515 -4.383
C 2.290 1.762 -3.441
C 4.703 -3.715 -4.867
C 3.405 -3.777 -5.640
C 5.625 -4.745 -5.045
H 8.653 -5.818 -3.882
H 8.098 -6.073 -5.544
H 7.267 -6.865 -4.209
H 8.142 -3.651 -3.093
H 7.824 -1.338 -2.594
H 6.464 -1.597 -1.495
H 6.274 -0.525 -2.879
H -1.186 -2.723 -5.247
H -3.189 -2.345 -6.657
H -4.258 -0.116 -6.712
H -3.328 1.728 -5.348
H -1.348 1.332 -3.915
H 5.403 -0.905 -5.731
H 6.303 1.022 -6.958
H 5.410 3.298 -6.517
H 3.559 3.585 -4.906
H 1.414 2.082 -4.011
H 2.529 2.556 -2.726
H 2.005 0.866 -2.892
H 2.772 -2.920 -5.428
H 2.851 -4.688 -5.400
H 3.616 -3.792 -6.713
H 5.372 -5.569 -5.708
Cl -1.798 1.642 0.172
C -0.326 1.332 -0.844
H 0.484 1.871 -0.345
H -0.511 1.817 -1.799
C -3.337 -3.868 -1.305
C -3.502 -2.550 -2.066
P -3.011 -1.083 -1.055
C -3.943 -1.403 0.500
C -5.460 -1.550 0.407
C -4.042 0.305 -1.740
C -5.203 -0.049 -2.667
H -3.355 -4.711 -1.997
H -4.147 -4.016 -0.589
H -2.397 -3.905 -0.749
H -4.530 -2.447 -2.408
H -2.858 -2.540 -2.946
H -3.699 -0.568 1.156
H -3.507 -2.297 0.951
H -5.929 -0.629 0.062
H -5.862 -1.768 1.400
H -5.756 -2.362 -0.258
H -3.360 0.975 -2.260
H -4.408 0.844 -0.865
H -4.848 -0.556 -3.563
H -5.701 0.870 -2.985
H -5.945 -0.679 -2.177